Below is a molecular structure, C30H43BrN2P2Pd at a distorted geometry, with properties calculated with the ωB97M-V functional and the def2-TZVPD basis.

- <S²> = 6.03
- highest occupied orbital energy (spin up / spin down) (eV) = -18.69 / -20.01
- charge = +4
- multiplicity = 5
- relative energy (zero: lowest compared OMol25 entry of this formula, charge and spin) (kJ/mol) = 136.6

```
79
Properties=species:S:1:pos:R:3:lowdin_charge:R:1
C 2.8838 5.0555 -0.7052 0.0570
C 1.6851 4.7280 -1.3595 -0.1782
C 1.7249 4.3683 -2.7230 0.0542
C 2.9818 4.2192 -3.3200 -0.0105
N 4.1133 4.4903 -2.6747 0.3180
C 4.0804 4.9066 -1.4144 0.0022
C 0.4480 4.6515 -0.6218 0.0994
C -0.6057 4.2824 -0.1199 0.1037
C -1.5555 3.4553 0.5666 -0.1778
C -0.9551 2.6534 1.5313 0.0135
C -1.6378 1.5173 2.0252 -0.1885
C -2.8687 1.2047 1.4479 -0.5005
C -3.5708 2.1192 0.6692 -0.0501
C -2.9089 3.2644 0.2120 0.0801
Pd -1.1874 -0.5552 1.0800 0.5096
P 1.0237 -0.4617 0.4257 0.9090
H 0.8126 4.1070 -3.2648 0.1508
H 2.8795 5.3202 0.3540 0.1536
H 3.0706 3.8374 -4.3347 0.1636
H 5.0340 5.0947 -0.9338 0.1648
H -3.3968 3.9906 -0.4414 0.1582
H 0.0750 2.8408 1.8235 0.1282
H -4.6143 1.9722 0.4293 0.1381
H -1.3773 1.0144 2.9457 0.0712
C 1.9393 -2.0985 0.5198 -0.3500
C 3.2368 -2.2329 -0.2976 -0.1119
H 1.2247 -2.8943 0.2362 0.0632
H 2.1621 -2.2454 1.5923 0.0884
H 3.6745 -3.2292 -0.1292 0.1082
H 3.0615 -2.1430 -1.3803 0.0821
H 3.9941 -1.4993 0.0183 0.0612
C 1.3039 0.1388 -1.3018 -0.3610
C 2.7046 0.6339 -1.6647 -0.1271
H 0.5717 0.9518 -1.4309 0.0726
H 1.0075 -0.6763 -1.9781 0.0586
H 2.7343 0.9375 -2.7164 0.0892
H 2.9951 1.5264 -1.0961 0.0597
H 3.4665 -0.1478 -1.5517 0.0641
C 2.0448 0.7465 1.3722 -0.3674
C 3.5554 0.5096 1.3783 -0.1162
H 1.6592 0.7882 2.3999 0.0554
H 1.8146 1.7220 0.9173 0.0665
H 4.0474 1.2644 2.0017 0.0990
H 3.8272 -0.4637 1.8028 0.0856
H 4.0094 0.6185 0.3859 0.0575
Br -3.6166 -0.6785 1.7150 0.8946
P -2.0171 -1.8091 -0.9471 0.9878
C -0.7997 -2.5968 -2.0785 -0.3715
C -1.2740 -3.8333 -2.8485 -0.0892
H 0.0608 -2.8579 -1.4364 0.0609
H -0.4505 -1.8256 -2.7828 0.0794
H -0.4443 -4.1931 -3.4693 0.1084
H -1.5486 -4.6492 -2.1696 0.0815
H -2.1194 -3.6126 -3.5169 0.0886
C -3.1233 -3.2120 -0.4687 -0.3895
C -4.4268 -3.3380 -1.2485 -0.0975
H -3.3344 -3.0854 0.6010 0.0265
H -2.5445 -4.1406 -0.5526 0.0882
H -5.0964 -4.0428 -0.7321 0.1105
H -4.9542 -2.3780 -1.3183 0.0791
H -4.2730 -3.7544 -2.2562 0.0905
C -2.8840 -0.4722 -1.8885 -0.3764
C -3.2359 -0.7444 -3.3537 -0.0900
H -2.2024 0.3948 -1.8219 0.0753
H -3.7780 -0.1825 -1.3120 0.0694
H -3.6929 0.1620 -3.7726 0.1048
H -2.3402 -0.9479 -3.9550 0.0848
H -3.9634 -1.5622 -3.4694 0.0868
C 0.3019 -1.8652 5.9089 0.0264
C 0.2842 -0.5229 5.5285 0.0118
C 0.0359 -0.1985 4.1925 -0.1417
N -0.3473 -1.1049 3.2788 -0.0041
C -0.2692 -2.4032 3.6100 -0.1054
C 0.0637 -2.8162 4.9083 0.0102
H 0.5372 -2.1543 6.9401 0.1495
H 0.4915 0.3006 6.2071 0.1380
H 0.1470 0.8512 3.9120 0.1061
H -0.4831 -3.1275 2.8177 0.1229
H 0.1280 -3.8830 5.1032 0.1358
```


Below is a single C11H12N4O molecule at a distorted geometry, with properties calculated with the ωB97M-V functional and the def2-TZVPD basis.

- highest occupied orbital energy (eV) = -8.76
- SMILES = N#Cc1cc(N2C[C@H]3CNC[C@H]32)c[n+]([O-])c1
- relative energy (zero: lowest compared OMol25 entry of this formula, charge and spin) (kJ/mol) = 284.1

```
28
Properties=species:S:1:pos:R:3:lowdin_charge:R:1
N 4.3374 -2.2828 1.9891 0.1530
O -1.1308 -1.8267 3.9720 -0.1043
C 3.1721 -2.0237 2.0082 -0.1340
C 1.3451 -0.7886 0.9435 0.0554
C 1.7699 -1.6060 1.9894 -0.1959
C 0.0246 -0.3816 0.9641 -0.1943
C 0.9312 -2.0014 2.9877 0.0190
C -0.7618 -0.7368 1.9849 0.0253
N -0.3237 2.5628 -1.8270 -0.0275
N -0.4599 0.3087 -0.1199 -0.0199
N -0.3321 -1.5169 2.9520 -0.1921
C 0.8075 1.6499 -1.7112 -0.1519
C -1.3544 1.8310 -2.5539 -0.1551
C -1.8331 0.1537 -0.6268 -0.0761
C 0.1782 0.3104 -1.4151 -0.2323
C -1.2220 0.4099 -2.0259 -0.2087
H 2.0014 -0.5421 0.2194 0.0857
H 1.2950 -2.7261 3.7277 0.1585
H -1.7108 -0.3399 2.1378 0.1387
H -0.5865 2.7483 -0.8913 0.0887
H 1.4574 1.9639 -0.9351 0.1164
H 1.4121 1.6498 -2.5330 0.0904
H -2.3168 2.0524 -2.2942 0.0825
H -1.1108 1.9944 -3.6173 0.1312
H -2.2625 -0.8694 -0.5804 0.1336
H -2.6121 0.9019 -0.4355 0.1217
H 0.8860 -0.4493 -1.6712 0.1420
H -1.6008 -0.4460 -2.6380 0.1501
```


Below is a single C7H10BrNO2 molecule at a distorted geometry, with properties calculated with the ωB97M-V functional and the def2-TZVPD basis.

- <S²> = 2.01
- highest occupied orbital energy (spin up / spin down) (eV) = -4.92 / -9.90
- multiplicity = 3
- relative energy (zero: lowest compared OMol25 entry of this formula, charge and spin) (kJ/mol) = 38.6

```
21
Properties=species:S:1:pos:R:3:lowdin_charge:R:1
C 0.0555 -0.3120 0.3431 -0.3735
C -0.4487 -2.5070 -0.6645 -0.1112
C 0.8834 -2.7663 0.1419 -0.0129
C -0.1820 -1.6842 0.5682 -0.2431
C 1.2128 1.4428 -0.7249 -0.1213
C -1.8783 1.0840 0.7443 -0.6004
C 1.3515 2.4617 0.1289 -0.2062
N 0.8754 0.1797 -0.4127 0.1761
O -0.8194 0.3987 1.2858 -0.1445
O 1.7327 3.6815 -0.2914 0.0337
Br -3.1881 0.0168 -0.2836 0.6052
H -0.5391 -2.1195 -1.6333 0.0759
H -1.2818 -3.1984 -0.5950 0.0934
H 0.9622 -3.6659 0.6105 0.0539
H 1.7331 -2.2185 -0.1944 0.0805
H -0.9115 -1.9571 1.3784 0.1594
H 1.2595 1.7269 -1.7428 0.1114
H -1.4134 1.6807 -0.1166 0.0744
H 1.1790 2.6069 1.1693 0.1180
H -2.4420 1.5943 1.5774 0.0976
H 1.8593 3.5550 -1.2887 0.1339
```


Below is 2 unconnected molecules or ions with the total composition C5H8O, with properties calculated with the ωB97M-V functional and the def2-TZVPD basis.

- highest occupied orbital energy (spin up / spin down) (eV) = -8.17 / -8.17
- relative energy (zero: lowest compared OMol25 entry of this formula, charge and spin) (kJ/mol) = 506.5

```
14
Properties=species:S:1:pos:R:3:lowdin_charge:R:1
C 0.1973 1.4285 0.1842 -0.2308
C 0.9875 0.2496 0.6748 -0.0441
C 0.3995 -0.8628 1.2195 -0.1571
C -0.6409 -1.1724 0.3495 0.0255
C -1.4626 -0.0894 -0.2148 -0.2589
O -1.1784 1.2180 0.2860 -0.1323
H 0.4377 2.2780 0.8384 0.1388
H 0.5028 1.7096 -0.8400 0.1282
H 1.1635 -1.3526 -2.1429 0.0469
H 2.0676 0.3095 0.5308 0.1190
H 0.9117 -1.5935 1.8415 0.0966
H 0.7036 -1.7162 -1.6805 0.0176
H -2.5061 -0.3071 0.0405 0.1309
H -1.3897 -0.1092 -1.3165 0.1197
```


Below is a molecular structure, C2HLiO2Yb at a distorted geometry, with properties calculated with the ωB97M-V functional and the def2-TZVPD basis.

- highest occupied orbital energy (spin up / spin down) (eV) = -6.65 / -6.65

```
7
Properties=species:S:1:pos:R:3:lowdin_charge:R:1
O 0.8059 -0.0317 2.0231 -0.0682
C 1.0279 0.4036 0.9247 -0.4960
C 0.9607 0.8382 -0.2791 -0.2008
H 1.3077 1.7724 -0.7083 0.0072
Li -0.8620 -1.2780 1.8419 0.6748
Yb -0.4945 -0.7677 -1.1921 1.0412
O -1.5826 -1.3223 0.2423 -0.9582
```


Below is a molecular structure, C27H27N8O3PRhS2, with properties calculated with the ωB97M-V functional and the def2-TZVPD basis.

- highest occupied orbital energy (eV) = -10.54
- charge = +1
- relative energy (zero: lowest compared OMol25 entry of this formula, charge and spin) (kJ/mol) = 0.0

```
69
Properties=species:S:1:pos:R:3:lowdin_charge:R:1
Rh 0.0051 0.0774 -0.0261 0.5707
S -0.1087 0.1798 2.3229 0.6879
C 1.6345 0.1634 2.2956 -1.0551
S 2.1775 -0.1108 0.6781 0.7352
C 2.4434 0.3071 3.3813 -0.3556
C 3.8615 0.2408 3.2133 -0.2282
N 4.9949 0.2009 3.0208 0.1753
C 1.8854 0.5013 4.6818 -0.2278
N 1.4365 0.6507 5.7302 0.1755
N 0.5820 1.8738 -2.4782 -0.0765
P 0.6646 0.1911 -2.3265 0.9875
C -0.0461 -0.2609 -3.9266 -0.3250
C -1.4239 -0.3187 -4.1225 -0.0953
C -1.9390 -0.5227 -5.3914 -0.0612
C -1.0843 -0.6692 -6.4758 -0.0609
C 0.2883 -0.6011 -6.2918 -0.0613
C 0.8096 -0.3964 -5.0226 -0.0718
C 2.4026 -0.2752 -2.4326 -0.4416
C 2.7083 -1.6363 -2.4536 -0.1171
C 4.0282 -2.0516 -2.4327 -0.0643
C 5.0493 -1.1093 -2.3801 -0.0571
C 4.7485 0.2430 -2.3545 -0.0564
C 3.4248 0.6631 -2.3806 -0.1014
C 0.4966 2.7092 -1.3913 -0.3741
C 0.5715 4.0914 -1.5705 0.0024
C 0.5167 4.9111 -0.4727 -0.0309
C 0.4098 4.3380 0.7888 -0.0338
C 0.3316 2.9732 0.8860 -0.1206
N 0.3509 2.1486 -0.1851 -0.0381
H 0.5477 2.3024 -3.3903 0.1284
H -2.0884 -0.2122 -3.2777 0.0790
H -3.0102 -0.5728 -5.5355 0.1095
H -1.4893 -0.8353 -7.4652 0.1126
H 0.9575 -0.7079 -7.1350 0.1125
H 1.8823 -0.3509 -4.8881 0.1060
H 1.9106 -2.3724 -2.4946 0.1066
H 4.2654 -3.1070 -2.4540 0.1100
H 6.0810 -1.4330 -2.3535 0.1132
H 5.5436 0.9746 -2.3051 0.1146
H 3.1940 1.7207 -2.3451 0.1058
H 0.6752 4.4897 -2.5704 0.1222
H 0.5668 5.9851 -0.5920 0.1221
H 0.3825 4.9369 1.6866 0.1180
H 0.2301 2.5019 1.8479 0.0478
C 0.3761 -5.4763 0.9266 -0.0030
N -0.0534 -4.2294 0.3242 -0.0838
C -0.7840 -4.1181 -0.9143 -0.0194
C -0.9979 -2.6207 -0.9999 -0.4637
O -1.6534 -2.0653 -1.8531 0.0372
N -0.3464 -2.0058 0.0502 0.0281
C 0.1472 -3.0089 0.8331 -0.3782
N 0.7436 -2.8332 1.9932 0.2270
H -0.1669 -6.2919 0.4564 0.1005
H 0.1367 -5.4929 1.9907 0.0970
H 1.4457 -5.6428 0.7888 0.1034
H -1.7435 -4.6364 -0.8724 0.1488
H -0.2230 -4.4785 -1.7793 0.1468
H 0.7140 -1.9131 2.4178 0.0108
H 1.1313 -3.6070 2.5026 0.1240
N -4.4421 -0.4970 -1.2417 0.0233
C -4.3597 0.9545 -1.1261 -0.1328
C -2.9257 1.3756 -0.8479 -0.4854
O -2.4815 2.4723 -0.9831 0.1454
O -2.1792 0.3351 -0.3801 -0.0628
H -5.3337 -0.8562 -0.9313 0.0980
H -2.7249 -0.4786 -0.5596 0.0851
H -4.2877 -0.8181 -2.1893 0.0884
H -4.9336 1.2739 -0.2542 0.1430
H -4.7237 1.5238 -1.9818 0.1336
```